{
  "formula": "C8H10O",
  "method": "ωB97M-V/def2-TZVPD",
  "species": ["C", "H", "O", "C", "C", "H", "H", "H", "C", "H", "H", "H", "C", "H", "C", "H", "C", "H", "C"],
  "coordinates": [[0.419, 1.535, 0.586], [1.147, -1.944, -0.917], [0.379, -1.660, -1.427], [1.844, 1.608, 0.329], [-1.512, -0.028, -1.271], [-2.030, -0.621, -2.018], [0.648, -0.572, 1.175], [-1.573, 1.046, -1.438], [2.931, 0.907, 0.114], [3.890, 1.409, -0.016], [-1.873, -1.855, 1.765], [-0.166, 2.125, -0.121], [0.142, 0.040, 0.433], [2.992, -0.184, 0.049], [-0.224, -0.610, -0.784], [-3.375, -1.198, 0.899], [-2.297, -1.273, 0.956], [0.172, 1.874, 1.594], [-1.515, -0.598, 0.093]],
  "atomic_forces_ev_per_a": [[-0.30, -0.55, -0.08], [-0.10, 0.03, -0.03], [0.18, 0.00, 0.00], [0.74, 0.24, -0.08], [0.15, 0.19, 0.01], [0.03, -0.01, 0.01], [-0.02, -0.05, 0.01], [-0.05, -0.01, -0.02], [-0.03, 0.13, 0.01], [-0.10, 0.00, 0.01], [-0.01, 0.03, -0.02], [0.07, -0.02, -0.01], [-1.03, 0.05, 0.32], [-0.17, 0.10, 0.03], [-0.66, -0.47, -0.21], [0.05, -0.03, -0.03], [-0.54, -0.53, 0.61], [0.04, -0.01, -0.03], [1.74, 0.91, -0.50]],
  "lowdin_charge": [-0.187, 0.107, 0.075, -0.058, 0.001, 0.123, 0.145, 0.102, -0.042, 0.046, 0.054, 0.110, -0.092, 0.048, -0.411, 0.053, 0.054, 0.120, -0.248],
  "lumo_ev": [0.18, 0.30],
  "largest_force_ev_per_a": 2.029,
  "e_homo_ev": [-6.45, -7.84]
}

{
  "formula": "C8H10O",
  "method": "ωB97M-V/def2-TZVPD",
  "species": ["H", "H", "C", "H", "C", "H", "C", "H", "H", "C", "H", "O", "C", "C", "C", "C", "H", "H", "H"],
  "coordinates": [[4.123, -2.385, -0.726], [-3.318, 0.451, 1.614], [0.005, -0.814, -0.024], [-1.173, 1.015, 0.263], [1.614, 1.284, 0.230], [-0.093, -1.834, -0.125], [3.701, -1.863, 0.216], [4.424, -2.182, 0.951], [0.851, 1.753, 0.757], [-1.146, -0.064, 0.132], [1.649, 1.780, -0.776], [-2.460, -1.963, -0.186], [1.226, -0.163, 0.043], [-2.363, -0.817, 0.140], [-3.610, 0.086, 0.582], [2.656, -1.111, 0.215], [-4.452, -0.464, 0.621], [-3.552, 0.869, -0.230], [2.545, 1.368, 0.738]],
  "atomic_forces_ev_per_a": [[-1.05, 1.16, 0.72], [-0.57, 0.10, -1.28], [-0.38, 3.60, 0.77], [0.14, -0.29, 0.04], [-0.37, -0.99, -2.55], [0.01, -2.09, -0.23], [1.39, -1.37, -2.22], [-0.50, 0.37, 1.13], [-1.27, 1.11, 1.19], [1.42, -0.69, -0.42], [0.18, -0.27, 0.81], [-0.16, -1.48, -0.25], [7.40, -3.59, 0.94], [-2.59, 2.10, 0.75], [5.16, 1.24, -0.32], [-5.71, 3.03, -0.48], [-2.98, -1.66, -0.11], [-0.68, -0.42, 1.27], [0.57, 0.14, 0.23]],
  "lowdin_charge": [0.088, 0.098, -0.071, 0.110, -0.080, 0.097, -0.073, 0.044, 0.041, -0.034, 0.107, 0.077, -0.169, -0.486, -0.001, 0.072, 0.017, 0.098, 0.066],
  "smiles": "C=C=C(C)/C=C/C(C)=O",
  "lumo_ev": [-0.17, -0.98],
  "largest_force_ev_per_a": 8.280,
  "e_homo_ev": [-8.10, -7.92]
}

{
  "formula": "C8H10O2",
  "method": "ωB97M-V/def2-TZVPD",
  "species": ["H", "C", "C", "C", "H", "H", "C", "C", "C", "H", "H", "H", "O", "H", "C", "O", "C", "H", "H", "H"],
  "coordinates": [[0.899, 0.181, -0.009], [-2.361, 1.135, -0.049], [-0.170, 0.123, -0.034], [2.406, -0.422, 1.076], [-4.071, -0.176, -0.385], [-0.498, 2.121, -0.101], [2.342, -0.069, -0.383], [-0.985, 1.248, 0.046], [-2.988, -0.098, -0.286], [-0.441, -2.076, 0.016], [3.217, 0.281, 1.482], [2.834, -1.387, 1.465], [2.161, 1.280, -0.484], [1.438, -0.299, 1.559], [-2.235, -1.244, -0.267], [2.306, -0.886, -1.292], [-0.871, -1.081, -0.006], [-2.778, 2.017, -0.293], [2.222, 1.633, -1.474], [-2.428, -2.282, -0.580]],
  "atomic_forces_ev_per_a": [[-3.53, 0.07, 0.22], [1.59, -2.53, -0.43], [-2.58, -1.03, 1.35], [3.13, 0.30, 2.27], [0.21, 0.32, -0.35], [1.05, 3.15, 0.07], [0.98, -2.42, -1.51], [-0.30, -3.03, -0.79], [-1.03, 0.28, 0.57], [1.13, 0.31, 0.03], [-1.55, -0.44, -0.10], [-0.65, 0.38, -1.52], [1.96, 1.58, -3.31], [0.50, 0.34, 0.20], [1.61, 0.11, 0.09], [0.73, 1.87, 0.94], [0.44, -1.29, -0.99], [-2.33, 2.82, -0.14], [-0.29, -1.57, 2.86], [-1.08, 0.77, 0.54]],
  "lowdin_charge": [-0.008, -0.072, -0.085, 0.002, 0.103, 0.072, -0.636, -0.054, -0.086, 0.104, 0.117, 0.110, 0.024, 0.086, -0.095, 0.104, -0.071, 0.063, 0.211, 0.113],
  "smiles": "c1ccccc1.CC(=O)O",
  "lumo_ev": 0.56,
  "largest_force_ev_per_a": 4.159,
  "e_homo_ev": -9.10
}

{
  "formula": "C8H10OS3",
  "method": "ωB97M-V/def2-TZVPD",
  "species": ["C", "S", "C", "H", "C", "H", "H", "H", "H", "H", "H", "C", "S", "C", "H", "H", "H", "C", "C", "S", "O", "C"],
  "coordinates": [[-2.412, 0.646, -0.768], [-1.710, -0.420, 1.526], [0.102, -1.888, 0.101], [2.117, 2.417, -0.403], [1.388, 1.623, -0.138], [1.882, 2.133, 1.749], [-3.652, 0.881, 1.234], [0.421, 1.856, -0.562], [-0.263, -2.279, -1.816], [0.425, 1.020, 1.944], [-1.051, -0.347, -2.064], [-1.338, -0.199, -1.025], [2.559, -0.229, 1.437], [1.396, 1.200, 1.367], [2.576, -1.759, -0.266], [-2.859, 1.117, -1.615], [0.345, -2.153, 1.098], [-0.898, -0.877, 0.075], [-2.803, 0.676, 0.580], [1.855, 0.309, -1.365], [-0.065, -2.817, -0.978], [1.985, -0.911, -0.112]],
  "atomic_forces_ev_per_a": [[-1.32, 0.44, 2.24], [-1.20, 0.85, -1.85], [2.69, 1.29, -2.32], [-0.60, -0.28, 0.75], [-0.25, -0.25, -1.27], [-0.25, -1.12, 0.63], [0.06, 0.87, -1.00], [-0.39, 0.68, 0.63], [0.43, -1.03, 1.97], [1.35, 0.24, -1.44], [0.33, -0.12, 0.42], [-0.01, -0.57, -0.28], [-0.91, 0.45, 0.11], [0.59, 1.15, -0.34], [0.83, -1.26, -0.86], [-0.71, 0.59, 0.00], [0.12, -1.74, 0.46], [-0.14, 0.72, 0.21], [1.51, -1.65, 0.18], [0.34, -0.35, 0.65], [0.52, 1.42, 0.07], [-2.96, -0.34, 1.03]],
  "lowdin_charge": [-0.176, 1.021, -0.268, 0.070, -0.482, 0.076, 0.049, 0.039, 0.120, 0.046, 0.109, -0.194, 0.808, -0.485, 0.009, 0.095, 0.090, -0.593, -0.302, 0.822, -0.039, -0.814],
  "lumo_ev": 0.38,
  "largest_force_ev_per_a": 3.777,
  "e_homo_ev": -7.52
}

{
  "formula": "C8H10OSi",
  "method": "ωB97M-V/def2-TZVPD",
  "species": ["O", "C", "H", "C", "H", "C", "H", "C", "H", "Si", "H", "H", "H", "C", "H", "H", "H", "C", "C", "C"],
  "coordinates": [[1.594, 1.144, 1.220], [-0.209, -0.649, 2.591], [-1.716, -1.120, -3.582], [-0.353, -0.386, 1.298], [0.172, -2.345, -0.131], [-0.572, -0.408, 0.034], [1.126, -1.144, -1.005], [-1.364, -0.874, -2.588], [3.916, 2.056, 0.791], [2.696, 2.083, 1.631], [-1.744, 1.459, -0.107], [0.436, -0.072, 3.222], [2.793, 2.875, 2.882], [0.176, -1.432, -0.806], [-2.605, 0.948, -2.355], [-0.166, -2.582, -2.651], [-0.920, -1.463, 2.963], [-1.816, 0.370, -1.933], [-0.470, -1.693, -2.116], [-1.418, 0.667, -0.644]],
  "atomic_forces_ev_per_a": [[-0.28, 0.22, 0.10], [-1.87, -0.86, -1.50], [-0.44, 0.31, -0.04], [-0.10, -0.82, 2.85], [0.42, 0.73, -1.13], [-0.50, 1.76, -1.87], [3.29, 0.93, -0.22], [-1.20, 1.15, -1.43], [0.04, 0.40, 0.22], [1.02, -0.14, -0.08], [-1.00, 2.35, 1.53], [0.34, -0.20, 0.26], [-0.10, 0.03, -0.19], [-3.08, -1.72, 1.82], [-0.14, 0.50, -0.66], [0.02, 0.01, -0.18], [1.07, 1.42, -0.01], [0.71, -0.12, 2.63], [0.71, -0.97, 1.13], [1.09, -4.98, -3.22]],
  "lowdin_charge": [-0.420, 0.011, 0.095, -0.132, 0.144, -0.238, 0.080, -0.124, -0.071, 0.666, 0.063, 0.030, -0.074, -0.127, 0.079, 0.104, 0.083, -0.068, -0.113, 0.010],
  "smiles": "C=C=C1C=CC=CC1.O=[SiH2]",
  "lumo_ev": -0.60,
  "largest_force_ev_per_a": 6.030,
  "e_homo_ev": -7.31
}

{
  "formula": "C8H11AlNO3",
  "method": "ωB97M-V/def2-TZVPD",
  "species": ["H", "O", "H", "O", "H", "H", "H", "H", "C", "C", "C", "H", "H", "C", "H", "Al", "C", "C", "O", "C", "H", "N", "C", "H"],
  "coordinates": [[-4.107, 0.791, -1.477], [2.220, 0.112, 0.968], [1.463, -0.048, -2.334], [0.787, 1.895, 2.394], [-0.638, -1.771, -2.672], [0.112, 1.128, -1.601], [0.358, 1.964, 0.401], [3.543, 1.618, 3.194], [0.785, -0.145, 0.840], [-0.625, -0.644, -2.921], [0.311, -0.891, -0.505], [-1.089, 1.305, 1.299], [0.938, -1.853, -0.716], [-3.274, 0.365, -2.162], [-0.796, -1.251, -0.482], [2.277, 0.780, 2.722], [0.423, 0.039, -1.851], [0.065, 1.254, 1.279], [0.620, -1.220, 1.871], [-0.759, -1.298, 2.277], [1.786, -0.130, 3.929], [-1.970, -1.533, 2.240], [-2.105, 0.003, -2.677], [-0.326, -0.468, -4.016]],
  "atomic_forces_ev_per_a": [[1.91, -1.00, -1.92], [-3.06, -0.67, 0.04], [-1.52, 0.44, 0.99], [-0.83, -2.40, -1.27], [-0.30, 1.79, -0.66], [0.72, -1.91, -0.67], [-0.72, -1.39, 0.87], [0.38, 0.08, -0.34], [1.77, 0.65, -0.26], [-1.05, 1.21, 0.52], [0.25, 0.56, -1.34], [1.75, -0.61, 0.54], [-0.87, 1.80, 0.77], [6.47, -1.53, -1.80], [1.84, 0.88, 0.54], [-1.29, 1.07, -0.35], [-0.83, -0.92, 0.06], [1.53, 1.89, -1.18], [-5.31, -0.02, 1.89], [-2.72, -1.70, -2.60], [0.27, -0.38, 0.17], [7.24, 1.60, 0.83], [-5.17, 0.85, 3.49], [-0.46, -0.29, 1.70]],
  "lowdin_charge": [0.046, -0.208, 0.111, -0.318, 0.106, 0.109, 0.115, -0.115, -0.469, -0.208, -0.102, 0.125, 0.137, 0.032, 0.116, 0.224, -0.176, -0.204, -0.107, -0.217, -0.081, 0.106, -0.116, 0.094],
  "total_charge": -1,
  "lumo_ev": 3.05,
  "largest_force_ev_per_a": 7.460,
  "e_homo_ev": -4.89
}